This record from OMol25 describes an isolated molecule of CHF2N at a distorted geometry. The level of theory is wB97M-V/def2-TZVPD.

Properties
HOMO-LUMO gap (alpha / beta) = 9.23 / 10.52 eV
Energy above the lowest of the compared OMol25 structures with the same formula, charge and spin = 593.64 kJ/mol
E_HOMO (alpha / beta) = -9.66 / -10.81 eV
Structure (SMILES) = F/C=N/F
Maximum force = 5.90 eV Å⁻¹
E_tot = -292.95876 hartree

Structure (XYZ):
```
5
CHF2N | OMol25 | wB97M-V/def2-TZVPD
C -0.62 0.09 0.10
N 1.16 0.47 0.07
F -1.43 1.15 0.05
F 1.69 -0.77 0.07
H -0.81 -0.94 -0.29
```